Formula: C14H24BF4IN4O3RhS
Source: the OMol25 dataset
Level of theory: the ωB97M-V functional and the def2-TZVPD basis

As for the spin multiplicity: 5. The value obtained for the HOMO-LUMO gap (alpha / beta) is 8.00 / 5.90 eV. For the HOMO energy (alpha / beta), the calculation gives -11.0 / -11.8 eV. The calculation puts the energy relative to the best compared isomer or geometry (same formula, charge and spin) at 0.0 kcal/mol. Its total charge is +1.

Atoms and positions in Å:
Rh  2.04196  0.30443  0.68016
C  1.09583  3.68893  3.96066
N  0.45026  2.38260  4.08319
C  -0.16410  2.03611  5.36400
C  0.44155  1.54733  3.05145
O  0.91575  1.83649  1.94215
C  -0.14619  0.15488  3.24611
O  -0.17755  -0.52093  2.01131
C  -1.34934  -0.33193  1.24342
C  -1.02377  0.14801  -0.16634
O  0.13983  0.22352  -0.56873
N  -2.05837  0.44775  -0.95409
C  -1.81590  0.93107  -2.31205
C  -3.44351  0.29329  -0.52010
H  0.35050  4.48086  3.88475
H  1.71562  3.70002  3.07055
H  1.71548  3.86164  4.83873
H  -0.06765  2.88871  6.02878
H  0.33051  1.18306  5.83020
H  -1.22613  1.81769  5.25361
H  -1.13630  0.19950  3.70450
H  0.50873  -0.41374  3.91075
H  -2.02546  0.38216  1.72046
H  -1.86644  -1.29344  1.16795
H  -0.75421  1.11597  -2.44582
H  -2.36783  1.85717  -2.46752
H  -2.15026  0.19240  -3.04317
H  -3.65057  -0.72564  -0.19088
H  -4.08962  0.51437  -1.36433
H  -3.69858  0.98402  0.28518
F  3.55665  0.36955  -1.28735
B  2.97511  1.60314  -1.84132
F  2.07095  1.23415  -2.82777
F  3.95469  2.43419  -2.26247
F  2.26876  2.13582  -0.71014
I  4.11977  0.62249  2.22500
C  1.43395  -1.21588  -4.47301
C  0.90500  -1.89547  -3.25938
C  -0.22989  -2.66687  -3.22533
C  -0.61093  -3.24457  -2.01219
N  0.09072  -3.06237  -0.88945
C  1.18865  -2.32493  -0.94058
S  2.18978  -2.09297  0.45331
N  1.58631  -1.75773  -2.10544
C  -1.83878  -4.09008  -1.91310
H  0.90394  -1.54648  -5.36147
H  2.49901  -1.41884  -4.59310
H  1.32421  -0.13645  -4.35882
H  -0.80475  -2.82740  -4.12574
H  2.39048  -1.12650  -2.06248
H  -1.92002  -4.75968  -2.76857
H  -2.72788  -3.45450  -1.91401
H  -1.81994  -4.66495  -0.99148



Formula: C4H6FO4Pb
Source: the OMol25 dataset
Level of theory: the ωB97M-V functional and the def2-TZVPD basis

As for the spin multiplicity: 1. The value obtained for the HOMO-LUMO gap is 9.75 eV. For the HOMO energy, the calculation gives -14.0 eV. The calculation puts the energy relative to the best compared isomer or geometry (same formula, charge and spin) at 0.0 kcal/mol. Its total charge is +1.

Atoms and positions in Å:
O  0.66241  -1.20468  -1.30540
C  1.19670  -1.64821  -0.31344
C  0.57224  -1.65638  1.05721
O  -0.83338  -1.83662  1.06352
C  -1.65405  -0.82398  0.96723
O  -2.72619  -1.04288  1.64993
O  -1.45547  0.19558  0.30563
C  -3.63399  0.05041  1.86655
H  0.86633  -0.72684  1.57233
F  -1.67034  0.94736  -3.18427
H  2.25768  -1.96322  -0.32989
H  0.98103  -2.49767  1.62897
H  -4.33748  -0.30590  2.62123
H  -3.08302  0.92498  2.22801
H  -4.15237  0.28200  0.92973
Pb  -0.81641  0.83104  -1.53383



Formula: C2H9N2S2
Source: the OMol25 dataset
Level of theory: the ωB97M-V functional and the def2-TZVPD basis

As for the spin multiplicity: 1. The value obtained for the HOMO-LUMO gap is 9.56 eV. For the HOMO energy, the calculation gives -13.3 eV. The calculation puts the energy relative to the best compared isomer or geometry (same formula, charge and spin) at 38.0 kcal/mol. Its total charge is +1.

Atoms and positions in Å:
C  -0.83409  0.83205  1.20210
C  -1.09405  0.40508  -0.04878
N  0.00688  0.33014  -1.03016
N  -1.79873  0.91954  2.19688
H  0.20420  0.81488  1.55882
H  -2.05923  0.04091  -0.45661
H  -0.24001  0.75754  -1.91913
H  0.81303  0.83374  -0.66026
H  0.28223  -0.63722  -1.20063
H  -2.60936  0.34463  1.91757
H  -1.46736  0.52471  3.06269
S  1.78629  -2.26463  -1.03115
S  3.05368  -0.57796  -1.36445
H  1.51235  -1.99861  0.29921
H  2.44417  -0.32480  -2.52612



Formula: C41H44BrN3O5PSc
Source: the OMol25 dataset
Level of theory: the ωB97M-V functional and the def2-TZVPD basis

As for the spin multiplicity: 1. The value obtained for the HOMO-LUMO gap is 6.90 eV. For the HOMO energy, the calculation gives -12.8 eV. The calculation puts the energy relative to the best compared isomer or geometry (same formula, charge and spin) at 15.9 kcal/mol. Its total charge is +2.

Atoms and positions in Å:
Sc  -0.89936  0.07844  -0.53628
C  -3.40389  0.44390  -3.19947
O  -2.11414  0.83046  -2.72159
C  -1.61273  2.00954  -3.34272
C  -1.27352  2.96705  -2.24187
O  -0.43622  2.31164  -1.27002
C  0.96290  2.59659  -1.40633
C  1.55070  1.74327  -2.49026
O  1.08298  0.40211  -2.30851
C  1.71070  -0.44431  -3.28813
H  -4.13665  1.22305  -2.98113
H  -3.68913  -0.47590  -2.69720
H  -3.37050  0.26385  -4.27528
H  -2.36341  2.45549  -3.99948
H  -0.74748  1.74129  -3.95017
H  -2.17298  3.27663  -1.71470
H  -0.76747  3.85746  -2.61910
H  1.41283  2.39488  -0.43709
H  1.10800  3.65463  -1.63148
H  2.63892  1.77273  -2.41580
H  1.27537  2.08969  -3.49049
H  2.79435  -0.38831  -3.17869
H  1.42662  -0.11323  -4.29085
H  1.39609  -1.46659  -3.11870
C  -4.45641  0.61841  -0.06773
O  -3.12019  1.15066  -0.15929
C  -2.90840  2.36320  0.49552
C  -3.74927  3.45549  0.39110
C  -3.39831  4.62153  1.06201
C  -2.23688  4.68253  1.82567
C  -1.41675  3.56821  1.93767
C  -1.76468  2.41548  1.26258
N  -1.07458  1.15327  1.34086
N  -0.89232  0.80322  2.54128
C  -0.64225  -0.50352  2.84603
C  -0.97765  -1.55318  1.98364
O  -1.33376  -1.31716  0.73381
C  -1.01161  -2.88141  2.46427
C  -0.65191  -3.14091  3.75064
C  -0.25855  -2.11267  4.65735
C  0.12846  -2.41966  5.97926
C  0.48788  -1.42131  6.84145
C  0.46413  -0.08380  6.40542
C  0.09598  0.23748  5.12237
C  -0.27502  -0.77643  4.22142
H  -4.42284  -0.38255  -0.48806
H  -4.75721  0.57475  0.97785
H  -5.15187  1.23033  -0.63791
H  -4.65907  3.41363  -0.19276
H  -4.04259  5.48695  0.98877
H  -1.98071  5.59488  2.34597
H  -0.52486  3.57970  2.55121
H  -1.30949  -3.67278  1.78958
H  -0.66088  -4.16490  4.10682
H  0.13559  -3.45400  6.30024
H  0.78441  -1.65583  7.85431
H  0.73903  0.70420  7.09447
H  0.07859  1.27040  4.80290
Br  -2.78608  -5.27747  -4.75988
C  -2.27458  -3.87316  -3.65555
C  -1.59584  -2.78347  -4.18026
C  -1.24287  -1.76258  -3.32477
N  -1.49718  -1.77242  -2.00765
C  -2.15423  -2.83742  -1.52079
C  -2.56788  -3.89896  -2.30301
H  -1.35317  -2.72472  -5.23159
H  -0.74979  -0.88585  -3.71062
H  -2.34603  -2.83486  -0.45752
H  -3.10130  -4.72676  -1.85841
C  2.25759  -1.22670  2.22047
P  1.85193  -0.50488  0.57789
C  2.45216  -1.88206  -0.45441
C  3.78257  -2.13525  -0.78964
C  4.12363  -3.28546  -1.49158
C  3.15093  -4.21683  -1.83117
C  1.83455  -4.00721  -1.44538
C  1.49312  -2.84840  -0.76279
C  3.01831  0.88502  0.55164
C  3.97033  1.12242  -0.43453
C  4.76257  2.26539  -0.39345
C  4.60690  3.18537  0.63149
C  3.65232  2.96279  1.61789
C  2.86288  1.82452  1.57743
H  1.64221  -2.10585  2.40215
H  2.11488  -0.51471  3.03062
H  3.30652  -1.52455  2.18538
H  4.56885  -1.45726  -0.48903
H  5.15758  -3.46513  -1.75531
H  3.42430  -5.11608  -2.36716
H  1.07739  -4.74845  -1.66982
H  0.46405  -2.70989  -0.45319
H  4.10105  0.42661  -1.25175
H  5.50779  2.42883  -1.16132
H  5.22977  4.06908  0.66617
H  3.52927  3.67614  2.42200
H  2.11750  1.67165  2.35407



Formula: C58H69N4O2
Source: the OMol25 dataset
Level of theory: the ωB97M-V functional and the def2-TZVPD basis

As for the spin multiplicity: 1. The value obtained for the HOMO-LUMO gap is 6.22 eV. For the HOMO energy, the calculation gives -9.1 eV. Its total charge is +1.

Atoms and positions in Å:
C  -7.48240  3.77342  -1.66442
O  -6.70564  3.49278  -2.85165
C  -5.37630  3.79284  -2.84213
C  -4.70953  3.78108  -4.09309
C  -3.35129  4.07230  -4.16095
C  -2.62415  4.28957  -2.98247
N  -1.28171  4.71415  -3.06381
C  -0.36383  4.60635  -2.06628
C  -0.34909  3.63045  -0.96751
C  0.11094  2.33257  -1.32637
C  0.31901  1.36256  -0.23381
C  1.23959  2.06497  0.83949
C  0.90849  2.05890  2.19226
C  1.80257  2.55650  3.15473
C  3.00936  3.13506  2.74479
C  3.26822  3.28841  1.37651
C  2.32543  2.84690  0.43642
O  -0.76322  3.94435  0.17976
N  0.66509  5.40831  -2.36988
C  1.83741  5.65651  -1.55148
C  0.44069  5.99511  -3.61339
C  -0.75797  5.55802  -4.05936
C  -3.27104  4.28145  -1.74244
C  -4.64651  4.07498  -1.66105
H  -8.50939  3.61476  -1.99063
H  -7.23515  3.07495  -0.85183
H  -7.34936  4.80679  -1.30998
H  -5.28938  3.56720  -4.98946
H  -2.84968  4.11380  -5.13064
H  0.29383  2.08065  -2.37105
H  -0.64352  1.30283  0.31088
H  -0.07723  1.68883  2.49688
H  1.54764  2.47854  4.22023
H  3.69460  3.56539  3.48329
H  4.20350  3.73131  1.01732
H  2.44704  3.08322  -0.62408
H  2.22803  6.64257  -1.81468
H  1.55688  5.64919  -0.49508
H  2.62865  4.91980  -1.73515
H  1.15402  6.67145  -4.05208
H  -1.31710  5.79647  -4.95331
H  -2.72308  4.49113  -0.82873
H  -5.14283  4.14130  -0.68931
C  3.69528  0.63410  -0.65571
C  3.95091  -0.78895  -1.13592
C  3.69831  -0.91846  -2.64057
C  5.41764  -1.09627  -0.81189
C  3.07765  -1.80230  -0.32833
C  3.02618  -3.11663  -0.81433
C  3.22457  -4.17847  0.06814
C  3.49313  -3.92565  1.41364
C  3.32835  -2.64056  1.95052
C  3.83876  -2.33154  3.36067
C  2.88423  -2.95860  4.38107
C  4.03318  -0.82131  3.55543
C  5.21106  -2.98889  3.58221
C  2.74840  -1.67678  1.08243
N  1.54287  -0.97819  1.47669
C  0.49348  -0.88038  0.58685
C  0.65157  -0.01982  -0.62821
C  -0.10591  -0.75971  -1.73134
C  -0.88874  -0.16783  -2.72663
C  -1.69123  -0.97860  -3.53993
C  -1.60786  -2.36448  -3.43976
C  -0.71698  -2.96552  -2.53529
C  0.01860  -2.15118  -1.67862
N  -0.69741  -1.16478  1.21456
C  -1.92128  -1.89455  0.79213
C  -2.04449  -3.31393  0.92379
C  -1.07179  -4.25871  1.69467
C  -1.41111  -5.75351  1.57267
C  -1.08734  -4.03637  3.20488
C  0.29786  -4.10624  1.07072
C  -3.08333  -3.94565  0.22857
C  -3.89109  -3.25144  -0.66488
C  -3.83777  -1.87112  -0.67411
C  -3.02945  -1.19691  0.24331
C  -3.40162  0.28948  0.47646
C  -4.88344  0.66937  0.31185
C  -2.66077  1.05271  -0.60047
C  -2.94218  0.72637  1.85470
C  -0.40336  -1.09825  2.59776
C  0.92432  -1.03496  2.75374
H  3.12788  0.60691  0.27871
H  4.61497  1.18468  -0.40976
H  3.16581  1.23072  -1.40821
H  3.82579  -1.94572  -2.98486
H  2.68992  -0.59739  -2.92173
H  4.41276  -0.29990  -3.19440
H  5.67075  -2.12664  -1.07636
H  6.08306  -0.40811  -1.34843
H  5.60582  -0.95922  0.26195
H  2.92216  -3.30462  -1.88591
H  3.22519  -5.19682  -0.31481
H  3.81367  -4.74102  2.06177
H  2.94776  -4.05342  4.32583
H  3.14867  -2.63459  5.39679
H  1.84257  -2.68688  4.18852
H  4.80828  -0.45459  2.86676
H  3.12710  -0.24941  3.35115
H  4.34377  -0.61257  4.58942
H  5.93169  -2.63684  2.83361
H  5.58883  -2.73250  4.58162
H  5.14487  -4.08026  3.51764
H  1.71004  -0.09074  -0.90071
H  -0.94477  0.91116  -2.83845
H  -2.37414  -0.49952  -4.24523
H  -2.26877  -2.98836  -4.04432
H  -0.60466  -4.05184  -2.47063
H  0.72538  -2.56843  -0.95232
H  -1.39672  -6.11637  0.54046
H  -0.66154  -6.33075  2.13155
H  -2.38179  -5.98151  2.02698
H  -0.81747  -3.02732  3.50691
H  -2.10073  -4.23806  3.57536
H  -0.38781  -4.73461  3.68548
H  0.68313  -3.08955  1.14015
H  1.04034  -4.76703  1.53453
H  0.25534  -4.35355  0.00119
H  -3.23134  -5.02049  0.33798
H  -4.55974  -3.78441  -1.33524
H  -4.45559  -1.28112  -1.34752
H  -5.57309  -0.02559  0.79860
H  -5.04299  1.65490  0.77141
H  -5.17721  0.78160  -0.73871
H  -1.71377  0.53688  -0.73487
H  -3.14443  1.00611  -1.58635
H  -2.44248  2.09654  -0.34422
H  -1.86663  0.60772  1.95345
H  -3.17943  1.77992  2.03254
H  -3.43684  0.11662  2.61803
H  -1.19024  -1.04390  3.34181
H  1.45586  -0.87335  3.67490



- Which value of total charge does entry 4 give?
  +2